{
  "formula": "C46H58MnN5O9P2Se",
  "method": "ωB97M-V/def2-TZVPD",
  "species": ["Mn", "O", "C", "C", "C", "C", "C", "C", "C", "O", "N", "N", "C", "C", "C", "C", "C", "C", "C", "O", "H", "H", "H", "H", "H", "H", "H", "H", "H", "H", "C", "C", "C", "O", "P", "O", "C", "P", "O", "O", "C", "C", "C", "O", "C", "C", "C", "O", "C", "C", "C", "H", "H", "H", "H", "H", "H", "H", "H", "H", "H", "H", "H", "H", "H", "H", "H", "H", "H", "H", "H", "H", "H", "H", "H", "H", "H", "H", "H", "H", "H", "C", "C", "C", "C", "C", "C", "Se", "C", "C", "C", "H", "H", "H", "H", "H", "H", "H", "H", "H", "H", "H", "N", "C", "C", "C", "C", "C", "C", "C", "N", "C", "C", "N", "C", "H", "H", "H", "H", "H", "H", "H"],
  "xyz": [[-0.057360, 0.563603, 0.808885], [-1.400061, -1.841330, -2.774406], [-2.634876, -2.151734, -2.342137], [-3.456877, -2.859990, -3.222407], [-4.736503, -3.217554, -2.851637], [-5.228045, -2.887162, -1.590679], [-4.411264, -2.202544, -0.711493], [-3.115424, -1.823740, -1.059497], [-2.252512, -1.083863, -0.093472], [-1.228336, -0.485708, -0.574600], [-2.623559, -1.084793, 1.169824], [-1.722237, -0.364316, 1.921491], [-1.962543, -0.263916, 3.177382], [-1.131521, 0.477671, 4.128184], [-1.659538, 0.597098, 5.420670], [-1.025186, 1.293511, 6.433085], [0.199762, 1.892784, 6.140187], [0.754776, 1.785934, 4.883113], [0.132880, 1.075078, 3.823864], [0.728176, 1.021684, 2.675699], [-1.038240, -1.194571, -2.118133], [-3.068338, -3.080203, -4.208526], [-5.365964, -3.746048, -3.558408], [-6.237396, -3.155416, -1.306163], [-4.761344, -1.933538, 0.275861], [-2.866025, -0.728474, 3.576654], [-2.614604, 0.121833, 5.619236], [-1.463095, 1.362847, 7.419692], [0.723881, 2.453028, 6.907176], [1.704911, 2.253236, 4.652381], [3.280037, -5.185648, -1.691577], [2.785410, -4.851835, -0.299533], [1.837432, -5.893794, 0.259892], [2.064400, -3.601670, -0.388464], [2.184787, -2.394425, 0.628935], [0.906979, -1.721115, 0.862348], [3.469777, -1.320011, -0.052406], [2.876746, 0.094656, -1.014963], [1.778306, 0.802539, -0.349026], [2.477793, -0.441476, -2.421009], [3.355008, -0.953689, -3.455558], [3.709175, 0.175844, -4.401750], [2.591629, -2.081972, -4.119341], [4.177033, 0.951449, -1.286974], [4.872236, 1.872719, -0.394359], [6.232361, 1.264637, -0.106797], [4.109040, 2.231096, 0.865957], [2.882092, -2.986720, 1.929558], [2.110957, -3.092132, 3.175530], [2.698687, -4.261421, 3.934770], [2.200112, -1.778758, 3.918953], [3.769595, -6.160284, -1.690545], [3.994549, -4.442438, -2.046663], [2.442162, -5.217799, -2.388431], [3.630040, -4.716129, 0.381669], [0.961929, -5.983195, -0.383580], [1.498493, -5.611450, 1.256464], [2.332287, -6.864200, 0.322769], [4.150348, -1.909949, -0.671544], [4.034579, -0.918216, 0.791008], [4.264971, -1.335762, -2.976086], [2.809035, 0.554384, -4.881315], [4.394704, -0.189912, -5.168642], [4.188382, 0.993586, -3.866082], [1.697364, -1.689745, -4.604670], [2.277042, -2.818988, -3.381422], [3.219244, -2.568936, -4.867526], [4.993447, 2.773769, -0.999632], [6.132164, 0.372758, 0.514736], [6.855842, 1.981390, 0.428717], [6.735988, 0.989325, -1.032828], [4.017281, 1.385805, 1.551359], [3.106958, 2.593070, 0.656072], [4.667086, 3.015891, 1.379153], [1.072766, -3.294826, 2.902446], [3.732667, -4.053722, 4.214661], [2.677666, -5.172919, 3.336942], [2.123495, -4.432472, 4.844979], [3.240378, -1.563954, 4.175518], [1.622709, -1.834240, 4.843479], [1.800526, -0.957998, 3.323608], [-4.339522, -1.365357, -6.735539], [-3.625398, -0.465674, -5.764511], [-2.270540, -0.192732, -5.887242], [-1.605582, 0.656667, -5.010878], [-0.126370, 0.845351, -5.167565], [-2.294323, 1.286132, -3.958977], [-1.418273, 2.431012, -2.719672], [-3.664138, 0.982224, -3.810242], [-4.457024, 1.544399, -2.665204], [-4.298887, 0.135711, -4.708883], [-3.630537, -1.966276, -7.308478], [-4.938199, -0.794884, -7.452204], [-5.017635, -2.050278, -6.220564], [-1.703103, -0.668620, -6.683977], [0.217555, 0.450758, -6.128668], [0.399422, 0.329369, -4.357805], [0.142250, 1.898737, -5.073811], [-3.900861, 1.448564, -1.731528], [-5.416387, 1.030008, -2.575305], [-4.634240, 2.615824, -2.795742], [-5.352731, -0.084429, -4.556757], [-3.896546, 7.538943, 7.588146], [-3.507329, 6.990714, 6.655273], [-3.018940, 6.302924, 5.490531], [-3.101604, 6.916214, 4.240219], [-2.635204, 6.253753, 3.121477], [-2.076226, 4.985420, 3.256539], [-1.979547, 4.371776, 4.508133], [-2.462220, 5.027511, 5.623066], [-1.581626, 4.309764, 2.127170], [-0.914976, 4.835182, 1.030744], [-0.542878, 3.774132, 0.269615], [-0.974275, 2.611878, 0.866986], [-1.598273, 2.963345, 1.958289], [-3.540149, 7.899681, 4.146574], [-2.721487, 6.703988, 2.142337], [-1.504657, 3.402595, 4.610935], [-2.386241, 4.563205, 6.596158], [-0.751796, 5.892331, 0.921494], [-0.026832, 3.752391, -0.676122], [-2.071899, 2.293225, 2.655358]],
  "atomic_forces_ev_per_a": [[-0.050, -0.167, -0.387], [0.072, 0.149, 0.206], [-0.079, -0.042, 0.006], [-0.006, -0.019, 0.031], [0.010, -0.015, -0.028], [0.011, 0.000, -0.035], [-0.011, 0.028, 0.034], [0.148, -0.028, -0.014], [-0.116, 0.056, -0.459], [-0.009, -0.193, -0.026], [0.047, 0.022, 0.278], [-0.126, 0.036, 0.469], [0.172, 0.024, -0.350], [-0.159, -0.166, 0.002], [0.041, 0.063, 0.025], [0.009, -0.028, -0.077], [0.070, 0.037, 0.079], [0.026, -0.001, 0.003], [0.117, 0.139, 0.033], [-0.039, -0.213, 0.170], [-0.053, -0.026, -0.055], [-0.003, 0.008, 0.004], [-0.007, -0.010, -0.004], [-0.003, -0.005, 0.009], [0.008, 0.002, 0.012], [-0.024, -0.068, -0.039], [-0.016, -0.004, -0.007], [-0.008, 0.005, 0.011], [0.010, -0.002, -0.004], [0.011, 0.007, 0.013], [-0.015, -0.020, 0.006], [-0.002, 0.002, 0.047], [0.018, -0.002, -0.019], [0.026, 0.089, -0.021], [-0.024, 0.041, 0.008], [-0.047, 0.046, 0.098], [0.077, -0.034, -0.044], [-0.015, -0.089, 0.064], [-0.078, 0.219, 0.165], [-0.101, 0.040, -0.029], [-0.009, -0.040, -0.008], [0.050, -0.037, 0.030], [0.041, 0.032, -0.004], [-0.052, 0.011, 0.004], [0.017, -0.027, -0.061], [-0.020, 0.045, 0.015], [0.012, -0.027, 0.039], [-0.017, -0.014, -0.091], [-0.007, -0.007, -0.005], [-0.013, 0.009, 0.002], [0.029, -0.020, 0.020], [0.015, -0.003, 0.005], [-0.006, 0.030, 0.002], [-0.019, -0.011, 0.005], [-0.009, -0.030, -0.024], [-0.001, 0.000, -0.017], [0.000, 0.015, 0.005], [0.008, -0.003, 0.001], [0.074, 0.024, 0.059], [0.001, 0.007, 0.010], [-0.025, -0.004, 0.007], [-0.084, 0.015, -0.027], [-0.021, -0.011, -0.013], [0.015, -0.016, 0.007], [0.002, 0.010, 0.009], [0.015, -0.007, 0.021], [0.003, 0.005, -0.016], [-0.004, -0.051, -0.002], [-0.011, -0.009, 0.003], [-0.001, 0.010, 0.010], [-0.005, 0.008, -0.014], [-0.014, -0.030, -0.018], [-0.015, 0.039, -0.042], [0.008, -0.007, 0.018], [0.020, 0.021, 0.012], [0.011, 0.015, -0.011], [-0.017, 0.000, -0.007], [-0.002, 0.007, 0.014], [0.017, -0.014, 0.011], [-0.012, 0.003, 0.003], [-0.027, -0.001, -0.019], [-0.014, -0.041, -0.024], [0.051, 0.116, 0.001], [-0.076, -0.038, -0.043], [0.082, 0.054, 0.011], [0.050, 0.011, -0.021], [-0.049, -0.174, 0.064], [0.134, 0.159, -0.060], [-0.044, 0.062, 0.071], [-0.031, 0.022, 0.017], [-0.013, -0.065, -0.030], [0.014, -0.002, -0.005], [-0.007, -0.002, 0.003], [-0.014, -0.003, 0.026], [-0.001, -0.002, -0.012], [0.013, -0.015, 0.007], [0.016, 0.027, 0.046], [0.015, 0.006, -0.032], [0.001, -0.044, 0.006], [-0.020, 0.019, -0.006], [0.024, 0.004, -0.004], [-0.004, -0.017, -0.003], [0.008, 0.001, -0.018], [-0.004, 0.000, 0.010], [-0.007, -0.028, 0.078], [0.044, -0.124, 0.087], [0.038, -0.124, 0.032], [0.020, 0.046, 0.129], [-0.038, 0.090, -0.150], [-0.047, 0.199, -0.134], [-0.085, -0.139, -0.129], [0.115, 0.126, -0.012], [-0.086, 0.062, 0.032], [0.006, 0.008, 0.031], [0.129, -0.058, -0.057], [-0.013, 0.010, 0.035], [0.011, -0.015, -0.018], [-0.019, 0.017, -0.025], [-0.019, 0.001, 0.020], [-0.008, -0.009, -0.021], [0.002, 0.017, -0.005], [-0.001, 0.019, -0.006]],
  "lowdin_charge": [0.85, 0.06, -0.26, -0.03, -0.10, -0.11, -0.04, -0.07, -0.43, -0.15, 0.07, -0.05, -0.10, -0.17, -0.08, -0.14, -0.13, -0.04, -0.41, -0.18, 0.08, 0.11, 0.09, 0.09, 0.10, 0.12, 0.10, 0.09, 0.09, 0.11, -0.04, -0.45, -0.03, -0.17, 0.49, -0.23, -0.18, 0.47, -0.27, -0.15, -0.43, -0.03, -0.02, -0.18, -0.41, -0.05, -0.05, -0.20, -0.43, -0.05, -0.03, 0.08, 0.07, 0.09, 0.13, 0.10, 0.07, 0.09, 0.08, 0.07, 0.13, 0.08, 0.09, 0.07, 0.08, 0.07, 0.09, 0.14, 0.08, 0.08, 0.08, 0.08, 0.08, 0.09, 0.14, 0.08, 0.07, 0.09, 0.09, 0.10, 0.06, -0.08, -0.31, -0.04, -0.33, -0.13, -0.61, 0.52, -0.32, -0.11, -0.05, 0.06, 0.07, 0.06, 0.10, 0.07, 0.05, 0.04, 0.04, 0.06, 0.07, 0.11, 0.14, -0.19, -0.24, -0.03, 0.00, -0.17, 0.03, -0.01, -0.01, -0.03, -0.15, 0.04, -0.12, 0.12, 0.12, 0.09, 0.12, 0.11, 0.05, 0.13],
  "total_charge": -1,
  "multiplicity": 6,
  "lumo_energy_ev": 1.81,
  "e_homo_ev": -2.758,
  "gap_ev": 4.57
}